(1)
{
  "formula": "C21H14N2O5PdS",
  "method": "ωB97M-V/def2-TZVPD",
  "fmax_ev_per_a": 3.9,
  "homo_lumo_gap_ev": [6.3, 6.6],
  "s_squared": 2.008,
  "total_charge": -2,
  "spin_multiplicity": 3,
  "symbols": ["Pd", "O", "C", "C", "C", "C", "C", "C", "C", "O", "N", "N", "C", "C", "C", "C", "C", "C", "C", "O", "H", "H", "H", "H", "H", "H", "H", "H", "H", "H", "O", "C", "O", "C", "C", "C", "C", "C", "C", "S", "H", "H", "H", "H"],
  "coordinates": [[11.18, 8.69, 8.43], [12.05, 13.86, 10.27], [11.02, 13.49, 11.06], [10.35, 14.49, 11.80], [9.21, 14.19, 12.58], [8.70, 12.90, 12.61], [9.30, 11.90, 11.82], [10.51, 12.21, 11.12], [11.03, 11.14, 10.23], [10.38, 10.09, 10.12], [12.15, 11.41, 9.58], [12.55, 10.39, 8.75], [13.71, 10.46, 8.27], [14.35, 9.64, 7.21], [15.44, 10.19, 6.55], [16.06, 9.51, 5.53], [15.59, 8.14, 5.20], [14.58, 7.59, 5.87], [13.85, 8.34, 6.86], [12.94, 7.66, 7.47], [12.33, 13.02, 9.81], [10.75, 15.46, 11.60], [8.50, 14.95, 13.02], [7.89, 12.68, 13.28], [8.99, 10.86, 11.71], [14.28, 11.35, 8.62], [15.80, 11.18, 6.83], [17.02, 9.86, 5.09], [16.20, 7.62, 4.49], [14.22, 6.54, 5.71], [8.56, 5.52, 9.39], [9.12, 6.59, 9.01], [10.35, 6.80, 8.78], [8.07, 7.74, 8.96], [7.09, 7.64, 9.94], [6.17, 8.67, 10.05], [6.24, 9.80, 9.28], [7.24, 9.86, 8.31], [8.19, 8.83, 8.14], [9.35, 9.02, 6.82], [7.09, 6.77, 10.50], [5.36, 8.66, 10.78], [5.53, 10.62, 9.43], [7.31, 10.78, 7.69]]
}



(2)
{
  "formula": "C21H15AuNO6P",
  "method": "ωB97M-V/def2-TZVPD",
  "fmax_ev_per_a": 0.7,
  "homo_lumo_gap_ev": [8.2, 6.1],
  "s_squared": 2.016,
  "total_charge": 0,
  "spin_multiplicity": 3,
  "symbols": ["Au", "O", "C", "O", "C", "C", "C", "C", "C", "N", "C", "O", "O", "H", "H", "H", "O", "C", "O", "C", "P", "C", "C", "C", "C", "C", "C", "C", "C", "C", "C", "C", "C", "H", "H", "H", "H", "H", "H", "H", "H", "H", "H", "H", "H"],
  "coordinates": [[-0.03, -0.81, -0.19], [-3.67, 0.56, 1.34], [-2.68, -0.02, 0.92], [-1.82, 0.42, 0.06], [-2.40, -1.42, 1.45], [-3.19, -2.12, 2.34], [-2.78, -3.40, 2.71], [-1.61, -3.95, 2.21], [-0.86, -3.20, 1.33], [-1.29, -1.99, 0.99], [0.45, -3.63, 0.68], [0.85, -4.76, 0.90], [1.01, -2.74, -0.08], [-4.09, -1.66, 2.72], [-3.39, -3.97, 3.41], [-1.26, -4.94, 2.48], [2.82, 1.15, 3.03], [2.12, 1.02, 2.04], [1.10, 0.39, 1.72], [2.77, 2.02, 0.82], [1.92, 2.00, -0.73], [1.86, 0.32, -1.41], [0.87, -0.05, -2.35], [1.02, -1.23, -3.10], [2.12, -2.04, -2.89], [3.08, -1.69, -1.95], [2.97, -0.52, -1.23], [0.31, 2.75, -0.66], [-0.28, 3.10, 0.56], [-1.53, 3.69, 0.56], [-2.20, 3.94, -0.63], [-1.60, 3.62, -1.84], [-0.34, 3.04, -1.86], [3.80, 1.70, 0.71], [2.77, 3.03, 1.22], [0.05, 0.62, -2.57], [0.26, -1.50, -3.82], [2.22, -2.96, -3.45], [3.92, -2.35, -1.77], [3.73, -0.27, -0.50], [0.20, 2.86, 1.50], [-2.01, 3.92, 1.51], [-3.19, 4.38, -0.61], [-2.11, 3.83, -2.77], [0.14, 2.82, -2.81]]
}



(3)
{
  "formula": "C21H15CoN4O5S2",
  "method": "ωB97M-V/def2-TZVPD",
  "fmax_ev_per_a": 3.0,
  "homo_lumo_gap_ev": [7.5, 7.2],
  "s_squared": 6.013,
  "total_charge": 0,
  "spin_multiplicity": 5,
  "symbols": ["Co", "O", "C", "N", "C", "O", "C", "C", "C", "C", "C", "N", "C", "C", "C", "C", "C", "N", "H", "H", "H", "H", "H", "H", "H", "H", "C", "C", "O", "H", "H", "H", "O", "S", "O", "N", "C", "S", "C", "C", "C", "C", "C", "C", "H", "H", "H", "H"],
  "coordinates": [[1.26, -0.66, 0.46], [2.12, 3.00, 1.91], [2.05, 1.93, 1.34], [1.79, 0.64, 1.81], [1.22, 0.43, 3.09], [1.08, 1.19, 4.04], [0.70, -0.96, 3.22], [-0.11, -1.31, 4.30], [-0.66, -2.59, 4.37], [-0.39, -3.44, 3.29], [0.46, -3.04, 2.24], [0.97, -1.79, 2.19], [2.28, 1.85, -0.15], [2.89, 2.88, -0.85], [3.07, 2.75, -2.23], [2.64, 1.58, -2.86], [2.07, 0.55, -2.09], [1.88, 0.70, -0.77], [-0.17, -0.58, 5.10], [-1.24, -2.95, 5.21], [-0.86, -4.41, 3.24], [0.66, -3.70, 1.40], [3.22, 3.74, -0.28], [3.52, 3.53, -2.80], [2.84, 1.40, -3.93], [1.73, -0.40, -2.53], [4.03, -1.74, 0.05], [2.58, -2.03, -0.12], [2.00, -2.98, -0.65], [4.58, -2.70, 0.23], [4.17, -0.97, 0.83], [4.38, -1.26, -0.88], [-3.29, -1.52, -3.91], [-2.58, -0.30, -3.56], [-1.98, 0.58, -4.55], [-1.34, -0.75, -2.44], [-1.67, -0.29, -1.28], [-0.95, -0.67, 0.24], [-2.89, 0.56, -1.19], [-3.61, 1.19, -0.12], [-4.84, 1.78, -0.35], [-5.37, 1.83, -1.65], [-4.69, 1.28, -2.73], [-3.49, 0.64, -2.46], [-3.26, 1.13, 0.91], [-5.39, 2.23, 0.46], [-6.34, 2.29, -1.80], [-5.10, 1.34, -3.73]]
}



(4)
{
  "formula": "C21H15FN3Pt",
  "method": "ωB97M-V/def2-TZVPD",
  "fmax_ev_per_a": 0.2,
  "homo_lumo_gap_ev": [6.8, 7.0],
  "s_squared": 2.016,
  "total_charge": 1,
  "spin_multiplicity": 3,
  "symbols": ["Pt", "C", "C", "C", "C", "N", "C", "C", "C", "C", "C", "C", "N", "C", "C", "C", "C", "C", "N", "H", "H", "H", "H", "H", "H", "H", "H", "H", "H", "H", "F", "C", "C", "C", "C", "C", "C", "H", "H", "H", "H"],
  "coordinates": [[-0.64, 0.80, 0.15], [2.28, 0.45, -3.17], [3.17, 1.48, -2.92], [3.08, 2.18, -1.73], [2.09, 1.83, -0.82], [1.22, 0.84, -1.09], [1.31, 0.17, -2.23], [1.92, 2.46, 0.51], [2.84, 3.33, 1.07], [2.62, 3.79, 2.36], [1.50, 3.36, 3.05], [0.62, 2.49, 2.43], [0.83, 2.08, 1.18], [-0.59, 1.93, 3.10], [-1.00, 2.34, 4.36], [-2.10, 1.73, 4.94], [-2.77, 0.74, 4.24], [-2.31, 0.40, 2.97], [-1.24, 0.98, 2.43], [2.33, -0.13, -4.09], [3.93, 1.74, -3.64], [3.76, 2.99, -1.51], [0.57, -0.61, -2.38], [3.73, 3.63, 0.53], [3.32, 4.47, 2.82], [1.34, 3.70, 4.07], [-0.48, 3.12, 4.89], [-2.44, 2.03, 5.92], [-3.63, 0.23, 4.65], [-2.81, -0.35, 2.37], [-5.80, -1.37, -2.21], [-4.70, -0.87, -1.64], [-4.37, 0.45, -1.87], [-3.23, 0.96, -1.27], [-2.41, 0.15, -0.46], [-2.82, -1.17, -0.21], [-3.95, -1.70, -0.82], [-5.00, 1.05, -2.51], [-2.97, 1.99, -1.44], [-2.23, -1.81, 0.43], [-4.26, -2.73, -0.66]]
}



(5)
{
  "formula": "C21H15N3O3",
  "method": "ωB97M-V/def2-TZVPD",
  "fmax_ev_per_a": 1.6,
  "homo_lumo_gap_ev": 8.8,
  "total_charge": 0,
  "smiles": "O=C(Oc1ccc(-c2nnco2)cc1)N(c1ccccc1)c1ccccc1",
  "symbols": ["O", "C", "O", "C", "C", "C", "C", "C", "N", "N", "C", "O", "C", "C", "N", "C", "C", "C", "C", "C", "C", "C", "C", "C", "C", "C", "C", "H", "H", "H", "H", "H", "H", "H", "H", "H", "H", "H", "H", "H", "H", "H"],
  "coordinates": [[-0.31, -1.99, -0.12], [-0.56, -0.82, -0.01], [0.36, 0.17, 0.16], [1.72, -0.04, 0.11], [2.33, -1.12, -0.51], [3.71, -1.19, -0.53], [4.48, -0.20, 0.06], [5.93, -0.27, 0.05], [6.76, 0.60, 0.55], [8.00, 0.14, 0.32], [7.87, -0.97, -0.32], [6.59, -1.30, -0.53], [3.86, 0.89, 0.67], [2.48, 0.96, 0.70], [-1.82, -0.28, -0.01], [-2.02, 1.12, -0.05], [-2.84, 1.71, 0.92], [-3.06, 3.07, 0.89], [-2.48, 3.86, -0.09], [-1.67, 3.27, -1.05], [-1.45, 1.91, -1.04], [-2.96, -1.11, 0.02], [-3.00, -2.27, 0.79], [-4.14, -3.05, 0.81], [-5.25, -2.68, 0.07], [-5.22, -1.53, -0.69], [-4.08, -0.74, -0.72], [1.75, -1.90, -0.97], [4.20, -2.03, -1.01], [8.66, -1.61, -0.66], [4.47, 1.66, 1.13], [1.97, 1.79, 1.16], [-3.29, 1.09, 1.68], [-3.69, 3.52, 1.65], [-2.65, 4.92, -0.10], [-1.22, 3.88, -1.82], [-0.83, 1.45, -1.80], [-2.14, -2.56, 1.37], [-4.16, -3.94, 1.41], [-6.14, -3.29, 0.09], [-6.08, -1.23, -1.27], [-4.05, 0.15, -1.32]]
}



(6)
{
  "formula": "C21H16BrClN6O6PdS",
  "method": "ωB97M-V/def2-TZVPD",
  "fmax_ev_per_a": 3.9,
  "homo_lumo_gap_ev": [2.3, 2.3],
  "total_charge": -2,
  "symbols": ["Pd", "O", "C", "O", "C", "C", "Cl", "N", "N", "C", "C", "O", "O", "C", "C", "C", "C", "C", "C", "H", "H", "H", "H", "H", "H", "C", "C", "N", "N", "C", "S", "N", "N", "H", "H", "H", "H", "H", "H", "Br", "C", "C", "C", "C", "C", "C", "C", "O", "O", "H", "H", "H", "H"],
  "coordinates": [[1.97, 0.28, -0.87], [5.39, -0.50, 3.70], [4.16, -0.22, 4.11], [3.94, -0.03, 5.32], [3.08, -0.06, 3.06], [1.73, 0.17, 3.33], [1.09, 0.94, 4.66], [1.01, -0.08, 2.21], [1.86, -0.33, 1.13], [3.11, -0.35, 1.66], [4.10, -0.76, 0.66], [5.25, -1.07, 1.04], [3.65, -0.88, -0.55], [-0.40, -0.33, 2.15], [-1.15, -0.73, 3.29], [-2.51, -1.03, 3.12], [-3.11, -1.10, 1.88], [-2.37, -0.84, 0.75], [-1.03, -0.45, 0.90], [5.49, -0.74, 2.75], [-0.70, -0.82, 4.27], [-3.11, -1.22, 4.02], [-4.16, -1.40, 1.86], [-2.80, -0.95, -0.25], [-0.48, -0.20, -0.01], [-0.94, -4.73, -2.67], [-0.64, -3.30, -2.94], [-1.23, -2.57, -3.84], [-0.49, -1.43, -3.90], [0.56, -1.39, -3.06], [1.88, -0.31, -3.07], [0.41, -2.58, -2.36], [1.04, -3.03, -1.17], [-1.59, -5.06, -3.49], [-1.48, -4.81, -1.71], [-0.01, -5.32, -2.70], [-0.78, -0.68, -4.57], [2.00, -2.89, -1.41], [0.90, -2.26, -0.51], [-3.68, 6.91, -0.68], [-2.74, 5.34, -0.91], [-1.33, 5.30, -0.54], [-0.57, 4.15, -0.79], [-1.19, 3.00, -1.34], [-2.56, 3.02, -1.70], [-3.35, 4.17, -1.42], [-0.39, 1.78, -1.64], [0.61, 1.76, -0.78], [-0.61, 0.92, -2.48], [-0.94, 6.21, -0.09], [0.52, 4.11, -0.51], [-3.06, 2.20, -2.20], [-4.36, 4.21, -1.70]]
}